Here is a structure of composition C39H47BF4NOPPdSSi from the OMol25 dataset. Energies are from wB97M-V/def2-TZVPD.

The geometry in ORCA input format:
```
! wB97M-V def2-TZVPD RIJCOSX def2/J DEFGRID3
* xyz -2 1
H 2.72067 -0.11926 -3.01464
H 3.16522 2.62860 1.06284
H 1.75190 -1.83042 1.60975
C -2.98209 2.95352 -2.39924
C -3.38956 -2.49592 -0.31163
P -0.68327 -2.27827 0.14324
H -1.24167 -0.35384 4.71181
H 5.53728 2.11039 -1.95944
F -1.37291 2.14414 0.23549
C 1.18949 -4.36809 0.81760
C -3.59007 0.31940 -3.07547
Pd 0.33029 -0.39287 -0.92625
H -1.89168 -2.49084 5.73108
C -0.01350 -0.57691 -6.79705
C -4.29579 2.57890 -2.64589
H 1.34293 0.70343 -7.86050
H -5.50072 -2.50671 -0.64135
C -2.20344 -4.48455 -0.92182
F -3.41776 2.66785 1.15899
C -0.59421 -0.87742 -5.57266
C 2.26508 2.00254 1.03045
H 0.91239 -4.25452 1.85729
H -3.38737 -1.47907 0.06924
C -4.58884 -4.36253 -1.23653
H 4.91371 -1.53541 -0.45248
H 2.27302 -4.72921 -2.86457
H 5.14943 -0.75515 2.47506
H 5.05708 2.25060 -0.26229
H -2.01793 -4.56132 4.33446
C -0.94147 -1.15230 2.74244
C -0.26518 -0.11581 -4.46176
H 1.84676 2.29119 -2.16317
H -5.09040 3.30618 -2.53197
H 4.26072 -0.70579 -2.40959
H 3.00520 3.26226 -1.28078
C 3.71385 0.19824 -2.68971
C -0.98611 -2.33330 1.95426
H 0.92622 1.46425 -3.66068
H 3.31722 -6.15913 -1.12428
F -1.50267 2.85819 2.42065
H 5.42901 0.38843 1.16102
C 2.55190 -5.44090 -0.85369
H -1.29177 -1.69583 -5.44952
C -4.57967 -3.07263 -0.71735
C 1.21687 1.22274 -5.78144
C 2.91714 2.45721 -2.01359
H 2.15108 -0.52671 2.71005
H -0.94940 2.27373 -2.22676
H 1.93544 2.03005 -5.85000
H -5.51820 -4.81290 -1.56562
C -1.64108 -2.45661 4.67586
C 1.01174 -3.70252 -1.47753
O -1.69891 -1.82535 -3.15169
S -0.99921 -0.54117 -2.86198
F -1.90644 4.33592 0.69290
H -3.78886 -0.72092 -3.30106
H -0.26219 -1.16943 -7.67007
H 4.55209 -2.63804 0.88269
C 3.53200 -0.72082 1.02876
C -1.96516 2.01790 -2.49907
C -1.39484 -3.52326 2.55957
C 1.96782 -4.64109 -1.82868
H -1.28269 -5.04694 -1.01282
H 3.35743 2.81177 -2.95847
C -3.39724 -5.06237 -1.33797
C -2.18555 -3.19623 -0.39922
H -3.38753 -6.06730 -1.74537
H 4.27091 0.77890 2.42842
H 2.04941 1.68502 2.05512
C 3.62054 1.18570 -1.52625
Si 2.44037 0.46341 -0.11732
H 0.57428 -3.06036 -2.23447
H -5.63016 0.96950 -3.13992
H -1.47912 -4.40925 1.93813
H 4.23417 0.65100 -3.54950
H 5.65704 0.71218 -0.89124
H 2.62881 -5.89673 1.24194
C 5.04170 1.58340 -1.12829
C 2.16465 -5.29542 0.46869
H 1.42236 2.62366 0.72029
B -2.05357 2.99916 1.11748
H -0.81608 0.92531 2.66179
C -1.27375 -1.25783 4.11480
C 0.64618 0.92146 -4.55371
C -1.71014 -3.61729 3.90288
H -2.75060 3.95500 -2.06238
H 3.11684 -2.01574 2.72591
N -0.62008 0.04161 2.21816
C 4.65718 -0.03162 1.80575
C 4.11824 -1.87481 0.21774
C 0.60240 -3.55849 -0.14817
H 3.35391 -2.36378 -0.39247
C 2.58219 -1.30505 2.07593
H -0.40608 0.05774 1.22792
C -4.60001 1.26646 -2.98057
C 0.88708 0.47480 -6.90429
C -2.28240 0.71518 -2.84909
*
```

Output
Orbital gap: 5.24 eV